a | A single C7H12N2O molecule, computed with ωB97M-V with the def2-TZVPD basis set.

Each line ends with the Mulliken charge.
Element x y z (Å)
C  1.93  1.05  -0.93  0.510
C  1.11  -1.43  1.01  -0.724
C  -0.36  -1.06  0.96  -0.977
C  1.80  -1.25  -0.28  -0.632
C  -0.61  0.06  0.07  1.211
C  -0.50  1.51  0.60  -1.419
C  -1.38  0.81  -2.03  -0.833
N  2.21  2.15  -1.07  -0.632
N  1.32  -0.09  -0.93  -0.377
O  -1.44  -0.15  -0.92  -0.386
H  1.50  -0.73  1.70  0.316
H  1.24  -2.39  1.46  0.465
H  -0.95  -1.94  0.71  0.331
H  -0.78  -0.62  1.91  0.254
H  2.96  -1.40  -0.13  0.324
H  1.42  -2.05  -0.95  0.308
H  -0.14  2.19  -0.15  0.438
H  0.20  1.89  1.40  0.351
H  -1.41  1.96  0.96  0.405
H  -1.88  0.38  -2.86  0.327
H  -0.33  0.88  -2.22  0.389
H  -1.74  1.75  -1.89  0.354

Summary:
- total charge = 0
- HOMO (eV) = -8.22
- molecular weight (g/mol) = 140.2
- LUMO level (eV) = 0.4
- frontier orbital gap (hartree) = 0.3170

=====

b | A single C7H12N2O molecule, computed with ωB97M-V with the def2-TZVPD basis set.

Each line ends with the Mulliken charge.
Element x y z (Å)
N  2.28  -0.41  1.01  -0.422
C  2.09  0.05  -0.23  0.220
C  0.76  -0.02  -0.95  0.328
C  -0.03  -1.31  -0.71  -1.259
C  -0.95  -1.27  0.51  -0.646
C  -2.01  -0.18  0.35  -0.852
C  -1.40  1.15  -0.01  -0.238
N  -0.25  1.59  0.77  -0.567
C  -0.06  1.24  -0.64  -0.084
H  1.04  0.04  -2.01  0.346
H  -0.66  -1.48  -1.60  0.402
H  0.64  -2.18  -0.67  0.360
H  -1.44  -2.25  0.64  0.355
H  -0.36  -1.09  1.43  0.308
H  -2.71  -0.47  -0.45  0.328
H  -2.60  -0.08  1.27  0.393
H  -2.12  1.93  -0.30  0.469
H  -0.24  2.60  0.90  0.252
H  0.11  2.08  -1.32  0.442
O  2.91  1.00  -0.40  -0.765
H  1.83  -1.30  1.21  0.225
H  3.18  0.35  1.21  0.403

Summary:
- total charge = 0
- HOMO (eV) = -9.31
- molecular weight (g/mol) = 140.2
- LUMO level (eV) = 0.9
- frontier orbital gap (hartree) = 0.3742

=====

Stability, descending: b, a